{"formula": "C26H29ClOPRuSi", "method": "ωB97M-V/def2-TZVPD", "spin_multiplicity": 6, "gap_ev": [3.7, 2.0], "energy_ev": -61743.9410, "s_squared": 8.790, "lumo_ev": [-0.392, -2.931], "homo_ev": [-4.061, -4.902], "symbols": ["C", "C", "C", "H", "C", "C", "H", "H", "H", "H", "Ru", "Cl", "P", "C", "C", "H", "C", "H", "C", "H", "C", "H", "C", "H", "C", "C", "H", "C", "H", "C", "H", "C", "H", "C", "H", "C", "C", "H", "C", "H", "C", "H", "C", "H", "C", "H", "C", "Si", "C", "C", "O", "H", "H", "H", "H", "H", "H", "H", "H", "H"], "coordinates": [[-1.049, -1.108, 2.452], [-0.881, -1.673, 1.119], [0.470, -2.113, 0.975], [-1.660, -1.661, 0.310], [1.231, -1.837, 2.211], [0.173, -1.734, 3.320], [-0.082, -2.652, 3.868], [-1.992, -0.926, 2.930], [0.877, -2.501, 0.059], [2.253, -2.215, 2.467], [0.494, 0.299, 2.352], [1.977, 2.012, 1.333], [-0.104, 0.424, -2.597], [1.215, -0.755, -2.885], [1.063, -1.685, -3.937], [0.125, -1.747, -4.478], [2.159, -2.487, -4.305], [2.109, -3.136, -5.196], [3.360, -2.445, -3.554], [4.241, -3.060, -3.863], [3.455, -1.626, -2.398], [4.402, -1.623, -1.814], [2.366, -0.822, -2.025], [2.388, -0.244, -1.095], [-1.775, -0.140, -2.869], [-2.105, -1.498, -2.572], [-1.399, -2.179, -2.092], [-3.397, -1.939, -2.890], [-3.628, -3.013, -2.891], [-4.400, -0.994, -3.214], [-5.428, -1.351, -3.455], [-4.137, 0.396, -3.203], [-4.961, 1.110, -3.387], [-2.816, 0.828, -2.983], [-2.605, 1.889, -2.904], [0.299, 2.163, -2.862], [1.036, 2.480, -4.020], [1.375, 1.696, -4.683], [1.258, 3.834, -4.318], [1.726, 4.131, -5.264], [0.855, 4.832, -3.397], [1.039, 5.912, -3.639], [0.227, 4.490, -2.171], [-0.051, 5.285, -1.457], [-0.055, 3.147, -1.888], [-0.516, 2.825, -0.952], [-1.103, 1.549, 5.272], [0.018, 0.063, 5.698], [1.791, 0.430, 6.163], [-0.655, -1.502, 6.453], [0.679, -0.744, 4.285], [-1.386, 2.072, 6.206], [-2.038, 1.265, 4.760], [-0.605, 2.279, 4.610], [1.925, 0.674, 7.230], [2.356, -0.476, 5.883], [2.188, 1.243, 5.535], [-1.665, -1.726, 6.083], [0.026, -2.311, 6.138], [-0.666, -1.408, 7.545]], "forces_ev_per_a": [[0.8, -0.6, 1.1], [1.2, -0.7, -1.0], [-1.4, 1.0, 1.2], [0.9, 0.0, 0.9], [-0.3, -0.8, 0.0], [-0.7, 0.4, -0.6], [-0.1, -0.1, 0.1], [-0.4, -0.3, 0.1], [0.2, -0.1, -0.3], [-1.2, 0.2, -0.4], [1.2, 2.3, -2.5], [-0.4, -0.1, 0.0], [0.2, 0.0, 1.1], [0.3, -0.9, 0.4], [1.1, 0.1, 0.0], [0.2, 0.1, -0.1], [0.5, -0.1, 0.4], [-0.1, 0.4, 0.6], [-0.2, 0.3, 0.1], [-1.0, 0.6, 0.3], [-0.1, -0.3, -0.5], [-1.0, 0.0, -0.4], [-0.3, 0.3, -0.8], [0.1, 0.0, -0.4], [-0.2, 0.3, 1.5], [-0.5, 0.3, -0.9], [0.1, 0.2, -0.6], [-0.1, 0.7, 0.0], [0.0, 0.6, 0.3], [-0.2, -0.1, -0.2], [1.0, 0.3, 0.2], [0.5, -0.6, 0.2], [0.7, -0.4, 0.3], [-0.6, -0.8, -0.7], [0.2, -0.1, -0.3], [0.2, 0.1, 0.3], [-0.6, 1.1, 0.4], [0.0, 0.0, -0.1], [-0.2, 0.2, 0.7], [-0.1, -0.2, 0.5], [-0.1, 0.0, 0.0], [-0.2, -1.2, 0.3], [0.2, 0.0, -0.5], [0.3, -0.6, -0.4], [0.2, -0.3, -1.0], [0.1, 0.2, -0.2], [-0.1, -0.1, 0.4], [1.3, -1.3, -2.8], [0.0, 0.5, 0.9], [-0.4, 0.4, 0.7], [-0.8, -0.2, 0.5], [0.1, -0.1, -0.3], [0.4, -0.1, 0.2], [0.1, -0.4, 0.4], [0.3, 0.0, -0.3], [-0.3, 0.4, 0.4], [-0.2, -0.1, 0.3], [0.2, 0.0, 0.2], [-0.3, 0.4, 0.3], [-0.2, -0.4, 0.0]]}